A structure of composition C3H2HgLiO2. Source: OMol25; level of theory: wB97M-V/def2-TZVPD.

ORCA input file:
```
! RIJCOSX wB97M-V def2-TZVPD def2/J DEFGRID3
* xyz 0 2
Hg 3.695 -1.175 0.736
O 0.208 0.615 -0.545
O 2.409 0.736 -0.315
C -1.120 0.462 0.044
C -1.589 -0.782 -0.151
C 1.298 0.318 0.152
Li -1.281 2.426 0.553
H -1.004 -1.590 -0.614
H -2.618 -1.010 0.140
*
```

Calculated values
Expectation value of S²: 0.754
Energy above the lowest of the compared OMol25 structures with the same formula, charge and spin, kJ/mol: 0.0
LUMO energy (alpha / beta), eV: -1.189 / -1.321
HOMO-LUMO gap (alpha / beta), eV: 6.713 / 6.471
HOMO energy (alpha / beta), eV: -7.902 / -7.792